<i>
Density functional theory data (ωB97M-V with the def2-TZVPD basis set) for 2 unconnected molecules or ions with the total composition C5H14.

Summary:
HOMO-LUMO gap (Ha): 0.455
Molecular weight (g mol⁻¹): 74.17
Total charge: 0
Structure (SMILES): CCC.CC

CARTESIAN COORDINATES (ANGSTROEM)
C  0.82  2.20  1.23
C  1.93  2.76  0.33
C  -1.46  -1.52  0.67
C  -0.65  -1.26  -0.59
C  -0.71  -2.34  -1.68
H  -0.19  2.52  1.07
H  1.21  2.44  2.23
H  -2.47  -1.83  0.49
H  -1.75  -2.54  -1.90
H  -0.85  -2.08  1.38
H  -0.34  -1.93  -2.61
H  2.42  1.98  -0.25
H  0.40  -1.07  -0.36
H  2.81  3.19  0.81
H  -0.99  -0.30  -1.00
H  0.70  1.12  1.05
H  1.49  3.48  -0.37
H  -1.52  -0.55  1.22
H  -0.20  -3.25  -1.37

Atom charges from the natural (NBO) analysis, given in e for atoms 1 to 8:
1. C -0.6247
2. C -0.6179
3. C -0.6165
4. C -0.3921
5. C -0.6052
6. H 0.2099
7. H 0.2115
8. H 0.2092

---

<ii>
Density functional theory data (ωB97M-V with the def2-TZVPD basis set) for 2 unconnected molecules or ions with the total composition C5H14.

Summary:
HOMO-LUMO gap (Ha): 0.454
Molecular weight (g mol⁻¹): 74.17
Total charge: 0
Structure (SMILES): CCC.CC

CARTESIAN COORDINATES (ANGSTROEM)
C  -1.77  0.93  -0.53
C  -0.36  0.33  -2.59
C  0.74  -1.15  1.84
C  1.83  -0.09  2.12
C  -0.64  0.04  -1.11
H  -2.06  1.69  -1.26
H  -0.11  -0.58  -3.15
H  2.80  -0.58  2.24
H  -1.46  1.44  0.39
H  -0.95  -1.01  -1.02
H  1.01  -1.64  0.91
H  0.27  0.12  -0.52
H  0.54  0.93  -2.69
H  -0.23  -0.67  1.86
H  -2.65  0.33  -0.36
H  1.89  0.60  1.29
H  0.72  -1.91  2.63
H  -1.21  0.76  -3.11
H  1.64  0.46  3.05

Atom charges from the natural (NBO) analysis, given in e for atoms 1 to 8:
1. C -0.6124
2. C -0.6112
3. C -0.6071
4. C -0.6024
5. C -0.4040
6. H 0.2021
7. H 0.2051
8. H 0.2006

---

Of them, <ii> has the highest stability.

---

<i>
Density functional theory data (ωB97M-V with the def2-TZVPD basis set) for 2 unconnected molecules or ions with the total composition C5H14.

Summary:
HOMO-LUMO gap (Ha): 0.419
Molecular weight (g mol⁻¹): 74.17
Total charge: 0
Structure (SMILES): CCC.CC

CARTESIAN COORDINATES (ANGSTROEM)
C  1.67  1.95  -0.66
C  0.43  1.43  -1.36
C  -0.66  -1.78  1.82
C  -1.98  -1.31  1.40
C  0.61  -0.12  -1.27
H  -0.53  -2.25  2.76
H  -2.21  -0.22  1.62
H  0.05  -0.88  1.74
H  -2.26  -1.46  0.34
H  1.34  -0.18  -0.52
H  -0.49  1.68  -1.02
H  1.62  3.03  -0.63
H  0.31  1.62  -2.43
H  2.51  1.48  -1.14
H  1.70  1.96  0.31
H  -0.44  -2.62  1.15
H  -2.71  -1.90  1.86
H  -0.43  -0.55  -1.48
H  1.12  -0.68  -2.14

Atom charges from the natural (NBO) analysis, given in e for atoms 1 to 8:
1. C -0.6222
2. C -0.3974
3. C -0.6137
4. C -0.6082
5. C -0.6389
6. H 0.2070
7. H 0.1974
8. H 0.2041

---

<ii>
Density functional theory data (ωB97M-V with the def2-TZVPD basis set) for 2 unconnected molecules or ions with the total composition C5H14.

Summary:
HOMO-LUMO gap (Ha): 0.462
Molecular weight (g mol⁻¹): 74.17
Total charge: 0
Structure (SMILES): CCC.CC

CARTESIAN COORDINATES (ANGSTROEM)
C  0.73  -0.94  -1.26
C  0.52  -0.12  3.00
C  -0.13  1.00  -2.59
C  -0.75  0.18  2.20
C  -0.54  -0.21  -1.74
H  -0.78  -0.34  1.26
H  0.09  1.83  -1.92
H  1.33  -0.31  -0.60
H  1.42  -0.21  2.38
H  0.40  -1.08  3.51
H  1.34  -1.19  -2.13
H  -1.64  0.01  2.80
H  -0.96  1.33  -3.22
H  -1.20  0.13  -0.96
H  0.77  0.67  3.70
H  0.74  0.82  -3.21
H  -1.12  -0.93  -2.34
H  0.49  -1.87  -0.74
H  -0.71  1.23  1.86

Atom charges from the natural (NBO) analysis, given in e for atoms 1 to 8:
1. C -0.6080
2. C -0.6067
3. C -0.6060
4. C -0.6093
5. C -0.3954
6. H 0.2047
7. H 0.2012
8. H 0.2004

---

<iii>
Density functional theory data (ωB97M-V with the def2-TZVPD basis set) for 2 unconnected molecules or ions with the total composition C5H14.

Summary:
HOMO-LUMO gap (Ha): 0.437
Molecular weight (g mol⁻¹): 74.17
Total charge: 0
Structure (SMILES): CCC.CC

CARTESIAN COORDINATES (ANGSTROEM)
C  1.90  -2.58  -1.17
C  -1.68  1.16  0.21
C  -1.36  1.30  1.73
C  -0.55  1.98  -0.50
C  1.33  -1.56  -0.19
H  -1.62  0.07  -0.03
H  2.32  -2.04  -2.02
H  1.20  -3.33  -1.62
H  1.91  -0.63  -0.31
H  0.45  1.38  -0.52
H  -0.62  3.02  -0.16
H  0.27  -1.42  -0.47
H  -2.38  1.53  2.34
H  1.28  -1.98  0.88
H  -2.65  1.51  0.10
H  -0.77  0.48  2.05
H  -0.94  1.96  -1.48
H  2.74  -3.09  -0.70
H  -0.84  2.24  1.85

Atom charges from the natural (NBO) analysis, given in e for atoms 1 to 8:
1. C -0.6098
2. C -0.3960
3. C -0.6009
4. C -0.6202
5. C -0.6156
6. H 0.1941
7. H 0.2012
8. H 0.2041

---

Of them, <ii> has the highest stability.